Record 1
{
  "formula": "C45H32Co2FO9PS2",
  "method": "the ωB97M-V functional and the def2-TZVPD basis",
  "charge": -2,
  "homo_energy_ev": -0.9,
  "homo_lumo_gap_ev": 4.9,
  "elements": ["F", "C", "S", "C", "C", "C", "C", "C", "C", "O", "O", "S", "C", "C", "C", "C", "C", "C", "O", "O", "H", "H", "H", "H", "H", "H", "H", "H", "H", "H", "O", "C", "Co", "C", "O", "C", "O", "C", "C", "C", "C", "C", "C", "C", "C", "C", "Co", "C", "O", "C", "O", "P", "C", "C", "C", "C", "C", "C", "C", "C", "C", "C", "C", "C", "C", "C", "C", "C", "C", "C", "H", "H", "H", "H", "H", "H", "H", "H", "H", "H", "H", "H", "H", "H", "H", "H", "H", "H", "H", "H", "H", "H"],
  "positions_angstrom": [[-4.01721, -0.15878, -0.48499], [-3.91904, -1.36580, -0.97136], [-3.51086, -2.73621, 0.10501], [-5.08503, -3.59871, 0.02909], [-5.24725, -4.66329, -0.82399], [-6.45777, -5.32164, -0.88024], [-7.49978, -4.90832, -0.07533], [-7.33189, -3.84390, 0.78561], [-6.11780, -3.18935, 0.83571], [-2.49659, -3.64306, -0.53492], [-3.42147, -2.28891, 1.54109], [-4.22520, -1.58934, -2.72052], [-4.46468, 0.13300, -3.14523], [-5.67889, 0.74253, -2.94052], [-5.83549, 2.07753, -3.25568], [-4.77151, 2.78835, -3.77168], [-3.55682, 2.16724, -3.98471], [-3.40844, 0.83336, -3.66806], [-2.98422, -2.04010, -3.44609], [-5.56162, -2.27753, -2.82629], [-4.41809, -4.96715, -1.44204], [-6.59357, -6.14724, -1.56105], [-8.44936, -5.41574, -0.12280], [-8.14836, -3.51728, 1.41002], [-5.95727, -2.36539, 1.51159], [-6.49461, 0.16899, -2.53385], [-6.78459, 2.56415, -3.09403], [-4.88793, 3.83313, -4.00888], [-2.72526, 2.71922, -4.39250], [-2.47160, 0.32397, -3.82946], [1.18281, 0.74169, -4.42829], [1.67804, 0.63109, -3.40849], [2.39894, 0.42661, -1.75752], [3.51099, -1.00546, -1.60982], [4.21456, -1.89326, -1.48318], [3.56069, 1.69791, -1.25047], [4.31131, 2.48070, -0.90425], [0.89581, 0.99935, -0.48299], [0.97563, -0.45357, -0.58239], [0.18360, -1.14697, -1.62110], [0.56700, -2.37843, -2.12666], [0.13762, -2.81701, -3.41223], [0.71347, -3.90851, -4.00288], [1.68155, -4.64090, -3.32679], [2.06347, -4.28637, -2.03917], [1.51847, -3.18488, -1.44262], [1.51641, 0.22690, 1.28140], [2.15402, -1.43149, 1.61617], [2.56169, -2.48056, 1.79048], [-0.01973, 0.41234, 2.16549], [-0.99947, 0.58275, 2.71898], [2.86350, 1.86899, 2.16208], [4.61158, 1.47189, 2.01455], [5.53182, 2.30425, 2.60897], [6.88357, 2.03697, 2.48801], [7.30603, 0.93422, 1.77375], [6.38049, 0.09621, 1.18795], [5.03004, 0.36213, 1.31552], [2.36301, 3.42394, 1.40231], [3.29453, 4.30431, 0.90356], [2.88464, 5.47427, 0.29091], [1.53859, 5.76875, 0.20273], [0.60811, 4.88956, 0.71273], [1.02035, 3.71340, 1.31139], [2.33252, 1.78967, 3.88003], [1.75819, 2.89014, 4.47452], [1.33697, 2.82571, 5.78930], [1.49665, 1.65736, 6.50534], [2.07291, 0.55609, 5.90745], [2.49217, 0.62309, 4.59022], [-0.13227, 1.34674, -0.41118], [-0.57366, -0.57826, -2.13337], [-0.59974, -2.23771, -3.94227], [0.45054, -4.16935, -5.01793], [2.13855, -5.49076, -3.80975], [2.82471, -4.85126, -1.52304], [1.84213, -2.89906, -0.45608], [5.18828, 3.16198, 3.16522], [7.60640, 2.69154, 2.94535], [8.35876, 0.72754, 1.67226], [6.70497, -0.75988, 0.62051], [4.30896, -0.29415, 0.85669], [4.34050, 4.04357, 0.93610], [3.61134, 6.14354, -0.13768], [1.21834, 6.69120, -0.25410], [-0.44257, 5.10655, 0.62015], [0.29948, 3.01308, 1.69998], [1.62433, 3.79313, 3.90258], [0.86885, 3.67974, 6.24909], [1.16928, 1.60574, 7.53087], [2.17876, -0.36181, 6.46039], [2.92374, -0.23871, 4.10729]],
  "forces_ev_per_a": [[-0.31, 2.97, 1.30], [1.20, -4.49, -1.07], [0.48, 0.98, -0.56], [0.94, -0.38, 0.20], [0.28, -0.33, -0.35], [-0.08, -0.04, -0.11], [-0.33, -0.27, -0.12], [0.02, 0.22, 0.07], [-0.27, 0.34, 0.50], [-2.18, 1.73, 1.60], [0.22, -0.69, -3.13], [0.61, -0.83, 2.27], [-0.06, -0.61, -0.14], [-0.53, -0.11, 0.17], [-0.17, -0.01, 0.07], [0.06, 0.27, -0.11], [0.08, 0.17, -0.07], [0.68, -0.09, -0.19], [-3.05, 0.33, 0.65], [2.59, 0.82, -1.13], [0.14, -0.04, -0.08], [0.00, -0.14, -0.10], [-0.21, -0.13, 0.00], [-0.12, 0.05, 0.14], [0.03, 0.14, 0.10], [-0.14, -0.15, 0.08], [-0.14, 0.05, 0.04], [-0.03, 0.21, -0.06], [0.13, 0.07, -0.04], [0.13, -0.06, 0.00], [-0.32, 0.21, -0.90], [0.20, -0.23, 0.78], [0.44, -0.01, 0.40], [-0.33, 1.26, -0.74], [0.30, -0.37, 0.28], [-1.27, -1.17, -0.21], [0.84, 0.68, -0.10], [0.05, -2.82, 1.06], [-2.58, 1.49, -1.28], [2.57, 3.37, 3.46], [0.72, -3.19, -1.21], [0.21, 0.95, 1.14], [0.41, -0.47, -0.10], [-0.02, -0.15, -0.17], [0.00, -0.34, -0.36], [-0.86, 0.62, -0.20], [-0.04, -1.51, -1.45], [-0.34, 2.61, 0.49], [0.42, -1.66, 0.05], [1.41, 0.00, -0.79], [-1.16, 0.17, 0.71], [-2.53, -3.29, -1.94], [-0.33, 1.01, 0.58], [0.73, 0.16, 0.15], [0.09, 0.29, 0.20], [0.19, -0.03, -0.03], [-0.04, -0.10, -0.03], [0.14, -0.46, -0.30], [1.09, -0.03, 1.07], [0.36, 0.44, -0.24], [0.10, 0.03, -0.10], [0.14, 0.32, -0.08], [-0.20, -0.22, 0.12], [-0.68, 0.16, -0.01], [0.95, 1.12, -0.42], [-0.24, 0.37, 0.36], [-0.19, 0.07, 0.01], [-0.11, 0.15, 0.33], [0.15, -0.20, -0.27], [0.10, -0.59, 0.51], [0.18, 0.85, -0.90], [-0.30, 0.17, -0.08], [-0.18, 0.11, -0.01], [-0.13, -0.13, -0.06], [0.10, -0.16, -0.08], [0.06, -0.13, 0.09], [-0.06, 0.09, 0.04], [0.01, 0.19, 0.13], [0.17, 0.15, 0.12], [0.23, -0.02, -0.01], [0.03, -0.19, -0.09], [-0.27, 0.05, -0.03], [0.10, 0.13, 0.08], [0.19, 0.16, -0.05], [-0.07, 0.14, -0.16], [-0.23, 0.01, 0.04], [-0.13, -0.13, -0.03], [0.01, 0.22, -0.02], [-0.08, 0.21, 0.10], [-0.09, -0.03, 0.19], [0.06, -0.21, 0.09], [0.05, -0.15, -0.08]],
  "mulliken_charge": [-0.32, 0.06, 1.11, 0.12, -0.02, -0.67, -0.35, -0.64, -0.51, -0.61, -0.73, 1.24, -0.26, -0.15, -0.64, -0.28, -0.90, -0.07, -0.56, -0.71, 0.41, 0.37, 0.36, 0.37, 0.41, 0.43, 0.38, 0.36, 0.43, 0.36, -0.42, 0.16, -0.34, 0.33, -0.38, 0.60, -0.48, -1.09, 1.64, -1.41, 1.35, -0.48, -0.75, -0.54, -0.70, -0.55, 0.61, 0.03, -0.50, -0.02, -0.47, 0.55, 0.35, -0.49, -0.74, -0.55, -0.88, 0.31, 0.57, -0.63, -0.66, -0.63, -0.87, -0.50, 0.78, -0.42, -0.72, -0.47, -0.74, -0.35, 0.35, 0.78, 0.25, 0.41, 0.34, 0.44, 0.54, 0.46, 0.39, 0.38, 0.48, -0.22, 0.44, 0.39, 0.37, 0.44, 0.46, 0.34, 0.40, 0.37, 0.40, 0.32]
}

Record 2
{
  "formula": "C45H33ClN4O12TeTm",
  "method": "the ωB97M-V functional and the def2-TZVPD basis",
  "charge": -2,
  "homo_energy_ev": [-2.2, -2.2],
  "de_lowest_ev": 0.544,
  "multiplicity": 4,
  "homo_lumo_gap_ev": [5.6, 5.2],
  "elements": ["Tm", "O", "C", "O", "C", "C", "C", "C", "C", "N", "H", "H", "H", "H", "O", "C", "C", "O", "C", "C", "O", "C", "O", "O", "O", "C", "O", "C", "C", "Cl", "N", "N", "C", "C", "O", "O", "C", "C", "C", "C", "C", "C", "H", "H", "H", "H", "H", "H", "C", "C", "C", "C", "C", "C", "Te", "N", "C", "O", "C", "C", "C", "C", "C", "C", "C", "C", "C", "C", "C", "C", "C", "C", "C", "C", "H", "H", "H", "H", "H", "H", "H", "H", "H", "H", "H", "H", "H", "H", "H", "H", "H", "H", "H", "H", "H", "H", "H"],
  "positions_angstrom": [[-0.17627, -1.63411, -1.50426], [3.93161, -2.23991, -0.38843], [2.71611, -2.09547, -0.45915], [2.04265, -1.55048, -1.38830], [1.90273, -2.54335, 0.76754], [2.36183, -3.55357, 1.60280], [1.63677, -3.85639, 2.73858], [0.51137, -3.09477, 3.03990], [0.13843, -2.09844, 2.15939], [0.79419, -1.84394, 1.02680], [3.26990, -4.07422, 1.33550], [1.94547, -4.66250, 3.39237], [-0.05887, -3.27079, 3.94260], [-0.71340, -1.45514, 2.36067], [-2.00048, -0.83437, -7.57465], [-1.73139, -0.96235, -6.40052], [-2.14105, -2.11273, -5.51416], [-2.90870, -3.00848, -5.82018], [-1.44194, -1.89916, -4.24638], [-0.72979, -0.67034, -4.28751], [-0.04134, -0.27950, -3.27817], [-0.91679, -0.00447, -5.57025], [-0.51861, 1.09441, -5.92368], [-1.42680, -2.62954, -3.19772], [-1.60832, -7.52793, -1.77812], [-2.76669, -6.92524, -1.61114], [-3.82277, -7.50141, -1.75996], [-2.70852, -5.50134, -1.18719], [-3.78099, -4.72614, -0.79893], [-5.42604, -5.13548, -0.73057], [-3.30380, -3.53663, -0.34537], [-1.95742, -3.49899, -0.44334], [-1.59796, -4.66006, -0.95874], [-0.13033, -4.88631, -1.21037], [0.27063, -6.06271, -1.29283], [0.56291, -3.84556, -1.26939], [-4.03963, -2.58777, 0.41485], [-3.58014, -2.27485, 1.68719], [-4.33765, -1.45968, 2.50900], [-5.56096, -0.97388, 2.06946], [-5.99996, -1.27022, 0.78856], [-5.23690, -2.06919, -0.05070], [-0.81795, -6.92406, -1.55614], [-2.63755, -2.68868, 2.01594], [-3.98000, -1.21467, 3.50151], [-6.16798, -0.35707, 2.72027], [-6.94115, -0.86749, 0.43541], [-5.56576, -2.28727, -1.05615], [5.97500, 4.53717, 4.10463], [4.98613, 3.79473, 3.24345], [3.70613, 3.51218, 3.69517], [2.80805, 2.78807, 2.91338], [1.42592, 2.52595, 3.46838], [3.17583, 2.32803, 1.64474], [1.76664, 1.01813, 0.39587], [-0.13816, 0.49035, -0.51818], [-1.39679, 0.36654, -0.25251], [-2.05288, -0.64642, -0.71179], [-2.18808, 1.40116, 0.50428], [-3.56524, 1.44351, 0.31545], [-4.33122, 2.41125, 0.94508], [-3.72869, 3.34286, 1.77882], [-2.35631, 3.29594, 1.98319], [-1.59076, 2.33248, 1.34576], [1.72496, 2.68561, -0.94709], [1.10100, 3.84572, -0.49927], [0.95180, 4.94269, -1.33002], [1.44481, 4.88911, -2.62446], [2.08819, 3.74675, -3.06611], [2.24192, 2.62517, -2.24877], [2.93093, 1.42081, -2.81023], [4.47266, 2.60469, 1.18925], [4.94535, 2.10610, -0.15278], [5.35016, 3.33470, 1.98460], [5.48366, 4.98547, 4.96894], [6.47338, 5.32847, 3.54169], [6.74796, 3.85784, 4.47276], [3.39974, 3.85583, 4.67941], [1.38959, 2.73629, 4.53841], [1.13210, 1.48849, 3.30412], [0.68591, 3.16239, 2.97598], [-4.01087, 0.70781, -0.33932], [-5.40452, 2.43271, 0.79490], [-4.32367, 4.10701, 2.26535], [-1.88093, 4.01932, 2.63611], [-0.52140, 2.28053, 1.49220], [0.72291, 3.89513, 0.51600], [0.44785, 5.83262, -0.97174], [1.33021, 5.73833, -3.28746], [2.47656, 3.70533, -4.07685], [3.66575, 1.70359, -3.56527], [2.18097, 0.78972, -3.28678], [3.40875, 0.81738, -2.04319], [4.64848, 1.06633, -0.29988], [6.03117, 2.16940, -0.23129], [4.50625, 2.69887, -0.95839], [6.35214, 3.54009, 1.61740]],
  "forces_ev_per_a": [[-0.30, -0.97, -0.53], [-0.05, -0.03, -0.03], [0.11, -0.16, 0.18], [0.21, 0.00, 0.02], [0.19, 0.23, -0.01], [0.03, -0.06, 0.09], [0.00, 0.07, -0.11], [0.03, 0.01, 0.06], [-0.11, 0.09, 0.01], [0.12, -0.59, -0.15], [0.00, 0.01, -0.02], [0.01, 0.00, 0.01], [-0.03, 0.01, -0.02], [-0.06, -0.07, -0.04], [-0.07, 0.01, -0.03], [0.00, 0.05, -0.20], [-0.13, -0.20, 0.16], [0.01, -0.05, -0.03], [0.13, 0.44, -0.11], [-0.15, -0.37, -0.10], [0.06, -0.02, -0.11], [0.11, 0.19, 0.16], [0.06, -0.02, -0.06], [0.16, 0.07, 0.15], [-0.81, -0.43, -0.10], [0.12, -0.26, -0.16], [-0.08, 0.05, 0.00], [-0.15, 0.04, 0.09], [0.35, -0.10, 0.10], [-0.11, 0.00, 0.02], [-0.14, -0.16, -0.36], [0.01, -0.04, 0.03], [-0.05, 0.05, 0.08], [-0.13, 0.31, 0.12], [0.46, 0.31, 0.00], [0.06, -0.11, -0.03], [0.03, 0.07, 0.27], [0.00, -0.04, -0.07], [0.00, 0.02, 0.03], [-0.02, 0.05, 0.00], [0.01, 0.04, 0.00], [0.07, 0.03, -0.07], [0.32, 0.07, 0.03], [0.02, -0.02, 0.00], [0.01, 0.00, -0.01], [0.03, 0.03, -0.01], [0.01, -0.02, -0.03], [0.02, -0.02, -0.02], [-0.03, -0.05, -0.03], [-0.01, 0.01, 0.01], [0.09, 0.02, -0.06], [-0.23, -0.08, -0.03], [0.16, 0.06, -0.04], [-0.22, -0.07, 0.25], [0.43, 1.16, -0.16], [0.20, 0.18, 0.40], [-0.11, 0.62, 0.25], [-0.13, 0.31, 0.05], [-0.11, -0.04, 0.05], [0.03, -0.06, -0.02], [-0.06, 0.01, 0.05], [-0.02, 0.02, 0.01], [0.06, 0.03, 0.05], [-0.06, -0.13, -0.08], [0.07, -0.14, -0.20], [-0.01, -0.05, 0.12], [-0.03, 0.09, 0.02], [0.03, -0.01, -0.03], [-0.01, 0.05, 0.05], [-0.02, 0.08, 0.20], [-0.26, -0.18, -0.06], [0.00, -0.16, -0.20], [-0.01, 0.09, 0.14], [-0.03, 0.04, 0.07], [0.01, 0.02, 0.00], [0.00, 0.01, 0.02], [0.02, 0.03, 0.02], [-0.01, -0.01, 0.00], [-0.02, -0.01, 0.00], [-0.09, 0.01, 0.04], [0.00, -0.03, 0.04], [-0.04, -0.04, 0.01], [0.02, 0.02, -0.04], [-0.01, -0.02, 0.01], [0.01, -0.01, 0.01], [-0.05, 0.05, 0.01], [0.01, 0.02, -0.04], [0.01, -0.02, 0.03], [-0.01, -0.02, -0.01], [-0.02, -0.02, -0.01], [0.02, 0.03, 0.04], [-0.06, -0.14, -0.06], [0.02, -0.06, -0.05], [0.08, 0.01, -0.05], [0.01, -0.01, 0.00], [0.03, -0.06, 0.02], [0.00, -0.03, -0.03]],
  "lowdin_spin": [2.03, 0.00, 0.00, 0.01, 0.00, 0.00, 0.00, 0.00, 0.00, 0.00, 0.00, 0.00, 0.00, 0.00, 0.00, 0.00, 0.00, 0.00, 0.00, 0.00, 0.00, 0.00, 0.00, 0.00, 0.00, 0.00, 0.00, 0.00, 0.00, 0.00, 0.00, 0.00, 0.00, 0.00, 0.00, 0.00, 0.00, 0.00, 0.00, 0.00, 0.00, 0.00, 0.00, 0.00, 0.00, 0.00, 0.00, 0.00, 0.00, 0.00, 0.00, 0.00, 0.02, 0.12, 0.36, 0.29, 0.03, 0.03, 0.01, 0.00, 0.00, 0.00, 0.00, 0.00, 0.02, 0.01, 0.00, 0.00, 0.00, 0.00, 0.01, 0.02, 0.01, 0.01, 0.00, 0.00, 0.00, 0.00, 0.00, 0.01, 0.00, 0.00, 0.00, 0.00, 0.00, 0.01, 0.00, 0.00, 0.00, 0.00, 0.00, 0.00, 0.01, 0.01, 0.00, 0.00, 0.00]
}

Calculated total energy in eV, matching the order above: -174535.8585, -127084.4247